Here is a gas-phase ion, C8H15NP (charge +1) in a non-equilibrium geometry from the Open Molecules 2025 dataset. Energies are from wB97M-V/def2-TZVPD.

```
25
Properties=species:S:1:pos:R:3:mulliken_charge:R:1
C -2.005 -1.686 0.010 -1.46
C -0.751 -0.846 -0.108 -0.15
N -0.823 0.609 -0.047 0.18
C -2.058 1.236 0.164 -0.97
C 0.210 1.241 -0.368 0.87
C 0.417 2.687 -0.538 -1.11
P 1.587 0.087 -0.702 -0.01
C 2.381 0.392 0.916 -0.93
C 0.561 -1.327 -0.289 0.71
C 1.188 -2.667 -0.456 -1.23
H -2.026 -1.896 1.113 0.32
H -1.957 -2.498 -0.721 0.40
H -2.848 -1.155 -0.468 0.38
H -2.909 0.813 -0.517 0.24
H -2.091 2.269 0.083 0.41
H -2.393 1.010 1.303 0.33
H -0.383 3.351 -0.168 0.37
H 0.618 2.884 -1.591 0.34
H 1.497 2.938 -0.045 0.25
H 3.355 -0.171 1.157 0.32
H 1.601 -0.024 1.596 0.36
H 2.633 1.514 1.087 0.27
H 2.100 -2.636 0.095 0.37
H 1.586 -2.741 -1.485 0.32
H 0.507 -3.386 -0.023 0.40
```

Output
- ΔE to the lowest compared entry with this formula, charge and spin: 0.305 eV
- HOMO: -0.4793 Eh
- Charge: +1
- Gap between HOMO and LUMO: 9.0 eV
- SMILES string: CC1=[N+](C)C(C)=P(C)=C1C